1.
Molecular formula: C21H28F3O4Ti
Method: DFT, ωB97M-V with the def2-TZVPD basis set

Structure (XYZ):
```
57
Properties=species:S:1:pos:R:3:forces:R:3
O 1.6765 -0.7212 -1.8116 0.140 -1.399 -1.262
C 1.5607 -1.8323 -2.8226 -0.562 0.799 0.171
C 3.0405 -2.0921 -2.7501 0.619 0.037 -0.065
H 1.2073 -1.4576 -3.7975 -0.045 -0.084 0.542
H 0.8969 -2.6038 -2.4104 0.188 0.193 -0.308
C 3.1594 -0.9502 -1.7847 -0.147 0.258 1.042
H 3.6060 -1.7679 -3.6143 -0.479 -0.690 0.652
H 3.3022 -3.0970 -2.4062 0.195 0.273 0.040
C 3.8091 0.2699 -2.4064 -0.123 0.342 0.222
H 3.2028 0.5691 -3.2685 0.218 -0.003 0.051
H 4.8348 0.0688 -2.7429 -0.207 -0.050 0.177
H 3.8179 1.0984 -1.6863 0.114 -0.123 -0.282
C 3.7244 -1.3406 -0.4395 0.027 0.236 0.407
H 3.2990 -2.2874 -0.0833 0.128 0.252 -0.108
H 3.5468 -0.5722 0.3200 0.052 -0.144 -0.102
H 4.8147 -1.4597 -0.5473 -0.321 -0.035 -0.003
Ti 0.0395 -0.1576 -0.4988 1.961 0.321 2.750
C -0.4691 -0.8850 1.7548 -0.256 -1.078 -0.559
C -1.4772 -1.2670 0.8265 0.278 -1.072 0.495
C -0.9002 -2.2162 -0.0855 0.804 -0.440 1.045
H -2.5329 -1.0169 0.8981 0.453 0.105 -0.188
C 0.4883 -2.3707 0.2699 -1.257 -0.119 0.550
C 0.7512 -1.5244 1.3903 -0.400 -0.508 -0.235
H 1.7083 -1.4481 1.9119 -0.417 0.089 -0.277
H -0.6594 -0.3024 2.6492 0.225 0.189 -0.388
H -1.4427 -2.8138 -0.8129 0.211 0.381 -0.005
H 1.1601 -3.1292 -0.1355 -0.135 0.566 -0.075
C -0.5313 1.7639 0.6331 0.457 1.021 -0.325
C 0.7778 1.4563 1.1341 -0.006 0.700 -0.479
C 1.6984 1.5138 0.0588 -0.577 0.494 0.058
H 1.0491 1.2991 2.1823 -0.215 -0.219 -0.594
C 0.9821 1.9068 -1.1182 -1.293 0.795 0.655
C -0.4018 2.0916 -0.7492 1.683 0.824 0.639
H -1.1624 2.5560 -1.3642 0.013 -0.527 -0.017
H -1.4515 1.8803 1.2073 0.390 -0.283 -0.231
H 2.7808 1.4336 0.1468 -0.456 -0.204 -0.037
H 1.3960 2.1672 -2.0885 -0.084 -0.371 0.229
O 3.1267 -2.1033 -5.2885 1.386 -0.877 -2.391
C 4.5661 -2.4196 -5.3703 0.104 -0.108 0.237
C 4.9185 -2.9576 -6.7613 -0.447 0.019 -0.135
H 4.7931 -3.1723 -4.6039 -0.184 0.081 -0.127
H 5.1879 -1.5433 -5.1257 -0.520 -0.015 -0.052
C 3.5463 -3.2496 -7.4034 0.271 -0.124 0.039
H 5.5027 -3.8915 -6.6912 -0.043 0.612 -0.056
H 5.4502 -2.2133 -7.3741 -0.009 -0.307 0.397
C 2.5238 -2.5113 -6.5305 -0.566 0.143 -0.332
H 3.3678 -4.3348 -7.4012 -0.107 0.390 -0.090
H 3.5447 -2.8814 -8.4357 -0.224 -0.255 0.201
H 1.6602 -3.1661 -6.3404 0.223 0.211 0.263
H 2.1266 -1.6156 -7.0265 0.182 -0.103 0.030
F -4.6287 0.3613 -3.0574 1.138 -0.372 -0.289
C -3.3139 0.0180 -3.1042 -0.111 0.349 0.768
F -3.2107 -1.2588 -3.5281 -0.234 0.510 -0.141
F -2.6821 0.8257 -3.9854 -0.543 -0.404 -0.030
C -2.6152 0.1779 -1.7114 1.077 -0.322 -0.302
O -3.2317 0.5523 -0.7378 0.097 -0.026 -0.439
O -1.3441 -0.1260 -1.8193 -2.665 0.067 -1.738
```
Forces are in eV/Å.

Its HOMO-LUMO gap (alpha / beta) is 7.2 / 8.1 eV. The charge is 0. The expectation value of S² is 0.755. The HOMO energy (alpha / beta) is -6.815 / -7.748 eV. The strongest force on any atom is 3.39 eV/Å. The calculation puts the lowest unoccupied orbital energy (alpha / beta) at 0.40 / 0.40 eV. Its spin multiplicity is 2.

Here are the natural (NBO) charges for atoms 1 to 2, given in e: atom 1 (O): -0.555, atom 2 (C): -0.042

***

2.
Molecular formula: C21H28F5O2W
Method: DFT, ωB97M-V with the def2-TZVPD basis set

Structure (XYZ):
```
57
Properties=species:S:1:pos:R:3:forces:R:3
O -0.0768 3.9985 -0.5156 0.172 1.042 -0.723
C -0.0049 4.4962 -1.8827 -0.053 -0.394 -0.553
C 0.1259 5.9581 -1.4812 -0.031 -0.579 0.355
H -0.9191 4.2654 -2.4415 0.203 -0.157 0.043
H 0.8815 4.1115 -2.4021 -0.230 -0.087 0.027
C 0.0748 5.3731 -0.0508 0.044 1.077 0.320
H -0.7353 6.5755 -1.7417 0.267 0.038 0.004
H 1.0787 6.4150 -1.7512 -0.231 0.106 0.000
C -1.1308 5.8568 0.7223 -0.097 -0.143 0.304
H -2.0561 5.6798 0.1649 0.153 0.062 0.044
H -1.0304 6.9300 0.9330 -0.052 -0.224 -0.101
H -1.2026 5.3343 1.6793 -0.059 -0.001 0.002
C 1.3620 5.5718 0.7192 0.033 -0.134 0.198
H 2.2171 5.1902 0.1505 -0.109 0.103 0.071
H 1.3104 5.0365 1.6730 0.083 0.060 -0.047
H 1.5126 6.6407 0.9270 -0.005 -0.286 -0.059
W 0.3293 -3.2607 0.7747 -5.043 -2.149 1.535
C 2.3480 -4.1851 1.4327 0.357 0.180 -0.577
C 2.0166 -4.6725 0.1317 0.686 0.295 -0.322
C 1.8734 -3.5428 -0.7434 1.428 0.046 -0.017
H 1.9927 -5.7166 -0.1719 -0.349 0.300 0.140
C 2.1280 -2.3451 0.0245 1.624 -0.311 -0.427
C 2.4336 -2.7550 1.3704 0.699 0.020 -0.786
H 2.7449 -2.0863 2.1702 -0.317 -0.238 -0.173
H 2.5723 -4.8097 2.2972 -0.319 0.275 -0.247
H 1.7450 -3.5761 -1.8187 -0.314 -0.010 0.271
H 2.2121 -1.3408 -0.3772 -0.094 -0.308 0.159
C -1.1179 -4.2152 2.7270 0.428 0.457 -0.517
C 0.0178 -3.4418 3.1207 -0.556 0.458 -0.111
C -0.1565 -2.0978 2.6144 -0.729 0.064 0.002
H 0.7938 -3.7649 3.8105 -0.175 0.079 -0.312
C -1.3730 -2.0873 1.8298 0.534 -0.060 0.583
C -1.9508 -3.4015 1.9125 0.670 0.429 0.161
H -2.9261 -3.6775 1.5301 0.335 -0.077 -0.280
H -1.3251 -5.2390 3.0360 0.173 0.252 -0.333
H 0.4511 -1.2264 2.8484 -0.202 -0.278 -0.039
H -1.7950 -1.2100 1.3474 -0.013 -0.221 0.009
O -1.6654 1.1636 -0.4282 1.501 -0.521 -0.724
C -0.3833 1.2401 0.2543 -0.427 0.520 0.445
C 0.7456 1.0494 -0.7694 -0.290 -0.563 -0.085
H -0.3398 0.4850 1.0687 -0.058 0.141 -0.390
H -0.3136 2.2344 0.7146 -0.140 -0.438 -0.113
C 0.0473 1.1289 -2.1330 -0.363 0.671 0.392
H 1.1417 0.0392 -0.6504 0.063 0.158 -0.050
H 1.5613 1.7620 -0.6531 -0.127 0.033 0.049
C -1.3843 0.7132 -1.7849 -0.291 -0.296 0.112
H 0.4975 0.4978 -2.8970 -0.026 -0.087 0.036
H 0.0696 2.1610 -2.4925 -0.072 -0.286 0.009
H -1.4565 -0.3939 -1.8566 -0.141 0.411 0.199
H -2.1436 1.1491 -2.4479 0.202 -0.113 0.251
F -0.5628 -3.2208 -2.2736 -0.597 -0.255 0.316
C -1.1770 -3.7159 -1.1384 1.213 0.567 1.192
F -2.3375 -2.9948 -0.9543 0.516 -0.444 -0.326
C -1.5831 -5.1817 -1.4530 -0.586 -0.107 -0.696
F -2.2161 -5.7512 -0.3946 0.595 0.437 -0.679
F -2.4293 -5.2190 -2.5180 0.814 -0.069 1.055
F -0.4918 -5.9280 -1.7618 -0.693 0.558 0.402
```
Forces are in eV/Å.

Its HOMO-LUMO gap (alpha / beta) is 7.7 / 6.2 eV. The charge is +1. The expectation value of S² is 2.018. The HOMO energy (alpha / beta) is -11.570 / -11.571 eV. The strongest force on any atom is 5.69 eV/Å. The calculation puts the lowest unoccupied orbital energy (alpha / beta) at -3.86 / -5.34 eV. Its spin multiplicity is 3.

Here are the natural (NBO) charges for atoms 1 to 2, given in e: atom 1 (O): -0.570, atom 2 (C): -0.065

***

3.
Molecular formula: C21H28F6N4O4S4Sc
Method: DFT, ωB97M-V with the def2-TZVPD basis set

Structure (XYZ):
```
68
Properties=species:S:1:pos:R:3:forces:R:3
Sc -1.1216 -0.1391 0.8608 -0.131 0.201 -0.073
C -0.6345 3.4518 0.3172 0.008 -0.006 0.008
C -1.1509 3.1290 1.6867 0.013 -0.019 -0.013
C -1.2027 4.1379 2.6756 -0.002 0.026 0.007
C -1.6279 3.8414 3.9343 0.013 0.019 0.005
C -2.0662 2.5319 4.2380 -0.045 0.125 -0.100
C -2.5209 2.1441 5.5190 -0.004 0.025 0.005
C -2.9375 0.8645 5.7426 -0.021 -0.029 0.022
C -2.9400 -0.0748 4.6917 -0.132 -0.014 0.021
C -2.5181 0.2957 3.4521 0.029 0.015 -0.017
S -3.5265 -0.4720 1.0318 0.205 -0.011 0.013
C -2.0418 1.5999 3.1874 0.086 -0.058 0.023
N -1.5396 1.8936 1.9417 0.082 -0.275 0.071
H -0.5448 4.5271 0.1820 0.007 -0.001 0.005
H -1.3061 3.0630 -0.4476 -0.009 0.003 -0.001
H 0.3500 3.0068 0.1554 -0.018 -0.005 0.011
H -0.8814 5.1364 2.4154 0.000 -0.002 0.009
H -1.6414 4.5993 4.7080 0.000 -0.002 -0.006
H -2.5309 2.8781 6.3144 0.002 -0.002 -0.005
H -3.2802 0.5632 6.7227 0.001 -0.001 -0.007
H -3.2887 -1.0877 4.8457 0.014 0.006 0.003
F -2.2081 -4.2253 1.0383 -0.059 -0.065 -0.050
C -1.2375 -4.1478 1.9328 0.090 0.076 -0.106
F -1.6703 -3.4648 2.9934 -0.032 0.017 0.060
F -0.8619 -5.3552 2.3032 0.009 -0.027 0.061
S 0.2059 -3.2418 1.2027 0.076 0.070 -0.012
O -0.4533 -2.1167 0.4955 -0.334 -0.027 0.135
O 0.8827 -4.1651 0.3610 0.007 0.059 -0.041
N 1.0817 -2.7306 2.3725 0.059 -0.104 -0.083
S 0.6798 -1.4204 3.2244 0.008 0.083 -0.010
O -2.4652 -0.6589 2.4441 0.180 -0.005 -0.067
O 0.4621 -0.2383 2.2828 -0.213 -0.003 -0.031
C 2.4230 -1.0574 3.7682 0.008 0.011 -0.038
F 2.8520 -2.0390 4.5397 0.015 0.024 0.004
F 3.2206 -0.9112 2.7234 0.000 -0.004 0.010
F 2.3817 0.0791 4.4555 0.012 -0.002 0.022
C 4.3657 1.9926 -3.6892 0.005 0.013 -0.002
C 3.9444 0.8896 -2.7270 0.009 -0.011 0.002
C 2.9511 1.3857 -1.6830 -0.020 0.051 -0.018
C 2.4966 0.3080 -0.7114 -0.017 -0.006 0.049
N 1.8260 -0.8222 -1.3601 0.025 0.014 0.004
C 0.5740 -0.8609 -1.8138 -0.008 0.019 0.016
S -0.5082 0.4818 -1.5645 0.096 -0.092 0.185
N 0.1881 -1.9465 -2.4630 -0.067 -0.022 -0.057
C -1.1503 -2.2716 -2.9652 0.028 0.028 0.057
C -1.1273 -2.5129 -4.4676 -0.009 -0.049 -0.015
C -0.8076 -1.2689 -5.2905 0.018 0.029 -0.018
C -1.9012 -0.2070 -5.2347 -0.014 0.004 0.017
H 5.0822 1.6277 -4.4243 -0.005 -0.005 0.004
H 4.8320 2.8214 -3.1536 0.000 -0.007 0.002
H 3.5051 2.3902 -4.2304 -0.001 -0.008 0.005
H 4.8260 0.4822 -2.2221 0.000 0.002 0.005
H 3.5026 0.0630 -3.2924 -0.011 0.014 -0.013
H 2.0755 1.8229 -2.1734 0.027 -0.029 0.001
H 3.4093 2.1849 -1.0924 0.003 0.007 -0.014
H 1.8351 0.7201 0.0512 0.000 -0.012 -0.017
H 3.3521 -0.1177 -0.1857 0.004 -0.009 -0.005
H 2.3990 -1.6350 -1.5345 0.003 -0.006 0.006
H 0.8679 -2.6907 -2.5503 -0.002 -0.007 -0.007
H -1.8116 -1.4512 -2.6995 0.010 -0.004 -0.009
H -1.4937 -3.1598 -2.4329 -0.004 -0.017 0.010
H -2.1057 -2.9064 -4.7554 -0.003 0.012 0.006
H -0.4068 -3.3075 -4.6864 0.002 0.008 -0.006
H -0.6499 -1.5725 -6.3269 -0.012 -0.002 -0.003
H 0.1452 -0.8435 -4.9573 -0.009 0.012 0.003
H -2.8604 -0.6205 -5.5534 0.012 -0.001 0.000
H -1.6679 0.6288 -5.8940 0.010 -0.001 0.007
H -2.0288 0.1991 -4.2287 0.008 -0.017 -0.027
```
Forces are in eV/Å.

Its HOMO-LUMO gap is 8.5 eV. The charge is +1. The HOMO energy is -11.770 eV. The strongest force on any atom is 0.36 eV/Å. The calculation puts the lowest unoccupied orbital energy at -3.28 eV.

Here are the natural (NBO) charges for atoms 1 to 2, given in e: atom 1 (Sc): 1.520, atom 2 (C): -0.652

***

4.
Molecular formula: C21H28F6N4O5P2S2V
Method: DFT, ωB97M-V with the def2-TZVPD basis set

Structure (XYZ):
```
69
Properties=species:S:1:pos:R:3:forces:R:3
V -0.5690 -0.0513 1.6707 0.103 -0.009 -0.135
F -2.5109 -0.8280 6.1712 -0.044 0.014 -0.018
C -2.8261 -0.5997 4.9114 0.099 -0.048 -0.063
F -2.3498 0.5799 4.5285 -0.032 -0.003 0.069
F -4.1335 -0.6305 4.7455 -0.011 0.026 -0.005
S -2.0784 -1.9323 3.8460 -0.021 -0.104 0.095
O -2.0120 -1.3181 2.4956 0.027 0.301 0.071
O -2.8913 -3.0792 3.9829 0.011 -0.048 -0.033
N -0.6126 -2.1454 4.4155 -0.050 -0.067 0.143
S 0.5223 -1.3549 3.7206 -0.031 0.105 -0.149
O 0.7475 -1.7265 2.3124 0.049 -0.166 -0.040
O 0.3638 0.1004 3.7479 0.019 0.062 0.068
C 2.0107 -1.8571 4.7008 -0.082 0.047 -0.056
F 2.1678 -3.1586 4.5960 0.026 0.007 0.018
F 3.0429 -1.2202 4.1692 0.021 -0.006 0.004
F 1.8391 -1.4972 5.9525 0.023 -0.008 0.004
C 2.6920 -0.7252 0.1341 0.010 -0.032 -0.042
P 1.3766 0.5231 0.1906 -0.032 -0.031 0.080
C 0.7500 0.6130 -1.5269 -0.022 -0.039 -0.006
N 1.5537 1.0599 -2.4600 -0.013 0.022 0.017
C 1.0300 1.2506 -3.6926 -0.053 0.003 -0.023
C 1.8539 1.7356 -4.7368 0.013 -0.005 0.028
C 1.3103 1.9753 -5.9621 0.002 0.001 -0.016
C -0.0691 1.7461 -6.2060 0.008 0.008 -0.014
C -0.8840 1.2711 -5.2239 -0.014 -0.024 0.028
C -0.3461 1.0031 -3.9417 0.050 0.020 -0.013
N -1.1407 0.4864 -2.9768 0.002 -0.008 -0.002
C -0.6005 0.2721 -1.8029 0.034 -0.019 0.040
P -1.5967 -0.5806 -0.5270 -0.012 0.103 -0.014
C -3.2514 0.1235 -0.7264 -0.028 -0.030 -0.026
C -1.6584 -2.3548 -1.0713 -0.002 -0.035 -0.025
C -1.9789 -2.4873 -2.5621 0.025 0.024 -0.005
C -2.7402 -3.0717 -0.2541 0.018 0.008 -0.004
C -0.2857 -2.9688 -0.7830 0.013 0.004 -0.029
C 2.2081 2.1491 0.5227 0.056 0.052 0.032
C 3.6112 2.1963 -0.0928 -0.003 -0.006 0.012
C 2.3303 2.2765 2.0475 0.004 0.021 -0.022
C 1.3555 3.2846 -0.0590 -0.015 0.002 -0.014
H 3.3460 -0.5270 -0.7144 0.000 -0.006 0.004
H 2.2556 -1.7180 0.0413 0.008 0.008 0.013
H 3.2715 -0.6896 1.0567 -0.018 0.003 0.010
H 2.9002 1.9097 -4.5235 -0.010 0.006 -0.018
H 1.9303 2.3491 -6.7660 0.004 -0.002 0.011
H -0.4690 1.9516 -7.1899 -0.008 -0.005 0.009
H -1.9363 1.0798 -5.3861 0.011 0.007 -0.012
H -3.5958 -0.0113 -1.7508 -0.004 0.008 0.002
H -3.2043 1.1872 -0.4986 0.018 0.009 0.008
H -3.9427 -0.3538 -0.0332 0.012 -0.005 0.012
H -2.8830 -1.9480 -2.8461 0.003 -0.019 0.009
H -2.1364 -3.5454 -2.7826 0.000 0.006 -0.003
H -1.1614 -2.1328 -3.1894 -0.018 0.000 0.008
H -3.7393 -2.7182 -0.5121 0.005 0.006 0.010
H -2.5967 -2.9617 0.8199 -0.001 -0.004 -0.012
H -2.6998 -4.1369 -0.4898 -0.004 0.003 0.002
H 0.5119 -2.4379 -1.3116 -0.029 -0.011 -0.013
H -0.2733 -4.0021 -1.1359 -0.005 0.002 0.009
H -0.0559 -2.9775 0.2838 -0.002 0.003 0.020
H 4.2883 1.4834 0.3796 -0.005 0.014 -0.008
H 4.0191 3.1953 0.0774 0.005 -0.008 -0.013
H 3.5915 2.0118 -1.1660 -0.009 0.015 0.012
H 2.9067 1.4537 2.4786 -0.011 -0.008 0.000
H 1.3621 2.3107 2.5443 -0.040 0.009 -0.005
H 2.8589 3.2030 2.2801 0.012 -0.015 -0.003
H 1.5294 3.3862 -1.1302 -0.023 -0.011 0.007
H 1.6395 4.2249 0.4173 0.025 -0.011 -0.004
H 0.2859 3.1416 0.1005 0.015 -0.007 0.052
O -1.6205 3.7484 2.7983 0.010 -0.042 -0.017
C -1.4129 2.7426 2.2537 -0.015 0.029 -0.026
N -1.1995 1.7222 1.6388 -0.072 -0.114 -0.020
```
Forces are in eV/Å.

Its HOMO-LUMO gap (alpha / beta) is 8.0 / 8.3 eV. The charge is +1. The expectation value of S² is 2.025. The HOMO energy (alpha / beta) is -12.136 / -12.135 eV. The strongest force on any atom is 0.31 eV/Å. The calculation puts the lowest unoccupied orbital energy (alpha / beta) at -4.17 / -3.79 eV. Its spin multiplicity is 3.

Here are the natural (NBO) charges for atoms 1 to 2, given in e: atom 1 (V): 1.219, atom 2 (F): -0.280

***

The ΔE to the lowest compared entry with this formula, charge and spin results, record by record, are as follows: 0.0, 0.0, 17.2, 0.0 kcal per mole.